{"formula": "C25H49CdNO2SSi2", "method": "wB97M-V/def2-TZVPD", "elements": ["O", "O", "C", "C", "H", "H", "H", "H", "H", "C", "C", "H", "H", "H", "H", "H", "C", "C", "C", "H", "H", "H", "H", "H", "C", "H", "H", "H", "H", "H", "H", "Cd", "C", "Si", "H", "H", "C", "C", "C", "C", "Si", "H", "H", "C", "C", "C", "H", "H", "H", "H", "H", "H", "H", "H", "H", "H", "H", "H", "H", "H", "H", "H", "H", "H", "S", "C", "C", "C", "C", "C", "C", "C", "C", "C", "N", "H", "H", "H", "H", "H", "H"], "xyz": [[-0.2632, -1.7633, 0.8986], [-2.4487, -0.4418, -3.4521], [0.6443, -2.5729, 0.1039], [1.2035, -3.7709, 0.8512], [1.4508, -1.8878, -0.1841], [0.1151, -2.8941, -0.8025], [1.6140, -3.4926, 1.8328], [2.0182, -4.2057, 0.2597], [0.4366, -4.5505, 0.9897], [-1.3702, -2.5214, 1.4677], [-2.2956, -3.0558, 0.3946], [-1.8897, -1.8220, 2.1360], [-0.9511, -3.3409, 2.0695], [-2.6818, -2.2391, -0.2293], [-3.1485, -3.5560, 0.8647], [-1.7886, -3.7905, -0.2502], [-3.5152, 0.5037, -3.6481], [-2.3692, -1.4992, -4.4174], [-4.6954, 0.2572, -2.7245], [-3.8595, 0.4964, -4.6976], [-3.0699, 1.4851, -3.4297], [-5.1631, -0.7131, -2.9268], [-5.4460, 1.0331, -2.8908], [-4.3983, 0.2930, -1.6711], [-3.6183, -2.3539, -4.5523], [-1.5215, -2.1118, -4.0841], [-2.1150, -1.0645, -5.3996], [-3.9549, -2.7570, -3.5903], [-3.3929, -3.2008, -5.2058], [-4.4421, -1.7977, -5.0139], [-0.5689, 0.8258, -2.6461], [0.6494, 0.1459, 2.1400], [-0.0547, 1.8034, -2.5960], [0.9648, 2.1957, -4.1318], [-0.8399, 2.5605, -2.4699], [0.5752, 1.8208, -1.6947], [1.7899, 0.5993, -4.6805], [2.2780, 3.4953, -3.7857], [-0.1360, 2.8296, -5.5203], [2.6349, 0.0715, 1.2611], [3.8762, 1.0007, 2.3038], [2.5524, 0.4797, 0.2482], [2.9148, -0.9907, 1.1724], [4.5597, 2.4031, 1.2476], [5.2569, -0.0862, 2.9936], [3.0960, 1.8062, 3.8227], [0.4600, 3.0906, -6.4069], [-0.6882, 3.7289, -5.2166], [-0.8710, 2.0731, -5.8235], [2.5728, 0.2976, -3.9715], [2.2541, 0.7034, -5.6701], [1.0545, -0.2143, -4.7358], [2.8135, 3.2912, -2.8494], [1.8361, 4.4974, -3.7047], [3.0235, 3.5292, -4.5924], [5.5551, -0.8807, 2.2954], [4.9540, -0.5626, 3.9378], [6.1439, 0.5316, 3.2009], [2.6972, 1.0666, 4.5295], [2.2826, 2.4847, 3.5310], [3.8661, 2.4011, 4.3387], [5.4199, 2.8772, 1.7426], [3.7844, 3.1677, 1.0971], [4.8801, 2.0439, 0.2592], [-0.0743, -0.9386, 6.5749], [1.3853, -1.7466, 6.1666], [1.7036, -1.6067, 4.8047], [0.7546, -0.8154, 4.1201], [-0.2778, -0.4051, 4.9087], [-1.4057, 0.3803, 4.4577], [-2.5080, 0.6845, 5.2773], [-3.6106, 1.3258, 4.7447], [-3.5884, 1.6813, 3.3912], [-2.4454, 1.4165, 2.6336], [-1.3697, 0.7937, 3.1540], [1.9470, -2.3060, 6.9094], [2.5821, -2.0388, 4.3324], [-2.4633, 0.4027, 6.3258], [-4.4753, 1.5503, 5.3695], [-4.4411, 2.1656, 2.9257], [-2.3845, 1.7039, 1.5799]], "lowdin_charge": [-0.3058, -0.2008, -0.2644, -0.0770, 0.0886, 0.1077, 0.0806, 0.0831, 0.0735, -0.2601, -0.0737, 0.1065, 0.1087, 0.0798, 0.0810, 0.0723, -0.2699, -0.2686, -0.0776, 0.1200, 0.1079, 0.0635, 0.0755, 0.0747, -0.0896, 0.1173, 0.1167, 0.0780, 0.0765, 0.0720, 0.0174, 1.2941, -0.1802, 0.4480, 0.0240, 0.0195, -0.1902, -0.1906, -0.1928, -0.4108, 0.3516, -0.0596, -0.0379, -0.2053, -0.1949, -0.2216, 0.0305, 0.0285, 0.0216, 0.0312, 0.0289, 0.0205, 0.0253, 0.0289, 0.0309, 0.0232, 0.0201, 0.0252, 0.0058, 0.0179, 0.0298, 0.0242, 0.0265, 0.0242, 0.9770, -0.4182, -0.2301, -0.3166, -0.5667, -0.2993, -0.0338, -0.0606, -0.0755, -0.1357, -0.0036, 0.0572, 0.0834, 0.0934, 0.1123, 0.0984, 0.1084], "spin_multiplicity": 1, "max_force_ev_per_a": 1.9, "homo_ev": -7.26, "total_charge": 0, "total_energy_ev": -63459.70117, "e_lumo_ev": 0.207, "gap_ev": 7.47}